{"formula": "C12H9BrFHgN", "method": "ωB97M-V with the def2-TZVPD basis set", "total_energy_ha": -3344.7190, "homo_energy_ev": [-2.20, -4.42], "e_lumo_ev": [2.92, 2.91], "multiplicity": 2, "gap_ev": [5.119, 7.330], "total_charge": -1, "elements": ["C", "C", "C", "C", "N", "Br", "C", "H", "H", "C", "C", "H", "C", "H", "C", "H", "H", "H", "C", "C", "Hg", "F", "H", "H", "C"], "positions_angstrom": [[-0.95927, 0.59312, 0.57103], [0.26432, -0.94285, 1.95037], [-0.78888, -1.88265, 1.87118], [-1.92196, -1.58394, 1.17645], [2.84785, 0.76470, -0.69096], [0.18769, 3.13633, -0.24811], [-2.29863, 2.06654, -0.87277], [4.86322, -0.31718, -2.85682], [4.19547, -1.73508, -2.02828], [-2.03911, -0.34166, 0.50751], [-3.22196, -0.04396, -0.21650], [-2.38950, 2.99813, -1.41387], [-1.15570, 1.79960, -0.17448], [1.15168, -1.21389, 2.51620], [3.33251, 0.09505, -1.48550], [-4.01517, -0.78399, -0.23473], [-0.69203, -2.84386, 2.36600], [3.26390, -0.93687, -3.30991], [0.21465, 0.28381, 1.32445], [3.95058, -0.77610, -2.48089], [2.01439, 1.46138, 2.13230], [3.56666, -0.00878, 2.78869], [-4.26607, 1.36394, -1.42694], [-2.74843, -2.28487, 1.12131], [-3.35620, 1.13309, -0.88573]]}